# 1
The following is a DFT calculation (the ωB97M-V functional and the def2-TZVPD basis) of an isolated ion of composition C7H10NO and charge +1 in a non-equilibrium geometry.

LUMO (alpha / beta) (eV): -4.2 / -9.1
Energy (Ha): -402.21785
ΔE to the lowest compared entry with this formula, charge and spin (kcal per mole): 22.8
Spin multiplicity: 3
Kohn-Sham gap (alpha / beta) (Ha): 0.1687 / 0.1854
HOMO (alpha / beta) (eV): -8.8 / -14.1
Net charge: +1

Each line ends with the Mulliken spin population.
Cartesian coordinates (Å):
C 1.5542 -1.4779 0.6611  0.3508
C 1.6595 -1.4349 -0.6315  0.3756
C -1.8075 -1.1419 0.4480  0.5875
C 0.7408 -0.4083 1.2501  0.0157
C 0.8211 -0.3435 -1.1965  -0.0105
C 0.0518 0.1937 -0.0241  0.1326
C -2.2644 0.9023 -0.7984  0.0953
N -1.4539 -0.0606 -0.0391  -0.0198
O -2.0345 -2.1214 1.0166  0.2586
H 2.0024 -2.1718 1.3303  -0.0005
H 2.2022 -2.0009 -1.4899  -0.0038
H 0.2091 -0.7021 2.1399  0.0211
H 1.4850 0.3483 1.5987  0.0913
H 1.3296 0.4741 -1.7820  0.0659
H 0.1904 -0.7937 -2.0045  0.0833
H -0.0387 1.4215 0.0208  -0.0102
H -3.2042 0.5573 -1.0539  -0.0251
H -2.3838 1.8195 -0.1234  -0.0026
H -1.7577 1.0843 -1.7939  -0.0051

Cartesian forces, eV/Å:
-0.35 -0.35 6.34
0.75 0.76 -8.97
-2.38 1.63 -1.05
0.46 0.44 -2.01
-0.03 0.11 -0.46
-1.64 5.15 1.21
2.22 2.28 0.17
2.30 0.24 -0.87
-0.11 -4.25 2.28
0.54 -0.73 0.19
-0.55 0.35 2.45
-0.60 -0.05 0.19
-0.12 -0.14 0.02
0.15 -0.87 0.48
0.07 0.10 0.40
1.25 -2.94 -0.15
-1.85 -1.16 -0.03
0.28 -0.93 -1.40
-0.37 0.36 1.21

=====

# 2
The following is a DFT calculation (the ωB97M-V functional and the def2-TZVPD basis) of a 2-piece molecular cluster, C7H10NO2S2 overall in a non-equilibrium geometry.

LUMO (eV): 2.7
Energy (Ha): -1274.37101
ΔE to the lowest compared entry with this formula, charge and spin (kcal per mole): 0.0
Spin multiplicity: 1
Kohn-Sham gap (Ha): 0.2718
HOMO (eV): -4.7
Net charge: -1

Each line ends with the natural charge from an NBO analysis.
Cartesian coordinates (Å):
C 1.0406 -1.0525 1.2439  0.0655
C 0.6435 -1.4534 2.7033  0.7511
C 2.2355 -1.3178 0.6760  -0.4946
C 0.6086 -0.3244 -0.7683  0.0837
C -1.0684 -0.5805 -2.6415  -0.6212
C -0.9414 1.5625 -1.0838  -0.6177
C -0.1915 0.4338 -1.8477  -0.2567
N 0.0734 -0.5728 0.3772  -0.4564
O 0.2896 -0.5353 3.4934  -0.7699
O 0.7608 -2.6784 2.9643  -0.7384
S 2.2960 -0.7770 -0.9560  0.3396
S -1.2351 2.1145 3.0084  -0.4377
H -0.3465 1.1424 3.4143  0.2485
H 2.8874 -1.7301 1.4014  0.2589
H -2.1329 -0.4053 -2.5456  0.2170
H -0.8352 -1.6096 -2.3035  0.2246
H -0.5330 -0.5489 -3.6438  0.2082
H -1.3734 0.9596 -0.2797  0.2531
H -1.5936 1.9639 -1.8321  0.1978
H -0.1987 2.2823 -0.5209  0.2120
H 0.4162 0.9688 -2.4851  0.1911
H -0.8019 2.1581 1.6259  0.1414

Cartesian forces, eV/Å:
-1.43 -0.92 0.30
0.31 -0.61 0.58
-0.61 0.53 0.96
-0.23 0.83 -1.15
2.40 -0.21 -0.48
1.71 -1.15 1.20
-0.58 -1.03 2.68
0.87 0.53 0.10
0.30 -0.35 -0.72
-0.02 1.08 -0.49
-0.60 -0.05 0.61
0.60 0.41 -1.83
-0.21 -0.11 -0.55
1.57 -0.50 -0.44
-0.11 0.16 -0.59
-0.41 0.56 0.12
-1.79 -0.09 0.51
-0.95 0.80 -0.05
-0.68 0.94 0.24
-1.43 -1.10 -1.62
1.83 0.54 -1.65
-0.56 -0.26 2.28

=====

# 3
The following is a DFT calculation (the ωB97M-V functional and the def2-TZVPD basis) of an isolated ion of composition C7H10NOS and charge +1 in a non-equilibrium geometry.

LUMO (eV): -4.0
Energy (Ha): -800.51871
ΔE to the lowest compared entry with this formula, charge and spin (kcal per mole): 74.6
Spin multiplicity: 1
Structure (SMILES): C[S@@](#[NH+])(O)c1ccccc1
Kohn-Sham gap (Ha): 0.3495
HOMO (eV): -13.5
Net charge: +1

Each line ends with the natural charge from an NBO analysis.
Cartesian coordinates (Å):
C -2.2437 -0.7313 -1.1949  -0.6946
S -1.4288 0.3268 0.1930  1.7900
N -1.7302 1.7690 0.3911  -1.0498
O -1.8136 -0.6936 1.5189  -0.8545
C 0.3535 0.3327 0.3124  -0.2695
C 1.1681 1.4981 0.1195  -0.1769
C 2.5528 1.3226 -0.0182  -0.1758
C 3.1416 0.0412 0.2599  -0.1429
C 2.3182 -1.0461 0.3885  -0.1881
C 0.9012 -0.9245 0.3555  -0.1809
H -3.0786 -0.2432 -1.4390  0.2436
H -2.6388 -1.6827 -0.6175  0.2925
H -1.4775 -0.7835 -1.9317  0.2625
H -2.5764 2.2402 0.5464  0.4300
H -2.2600 -0.2269 2.1655  0.5083
H 0.5840 2.3599 -0.0222  0.2515
H 3.2854 2.1806 -0.1949  0.2534
H 4.1436 0.0400 0.1768  0.2284
H 2.8156 -2.0869 0.5358  0.2497
H 0.3411 -1.7524 0.3997  0.2231

Cartesian forces, eV/Å:
2.38 -2.78 4.40
-0.48 0.13 2.57
1.12 -0.75 -0.37
1.98 -0.96 -4.57
0.84 -0.53 -1.26
-0.12 -2.01 -0.44
0.33 0.41 1.14
-4.30 2.12 -1.07
0.35 -2.41 0.55
3.54 2.40 0.18
-3.04 2.47 -1.25
1.50 1.58 -1.44
0.30 -0.52 -0.69
-1.54 0.29 -0.17
-1.51 2.00 2.36
0.05 1.48 -0.14
-1.51 -1.12 0.19
3.35 -0.68 0.08
-1.19 1.92 -0.34
-2.04 -3.03 0.25

=====

# 4
The following is a DFT calculation (the ωB97M-V functional and the def2-TZVPD basis) of one molecule with the formula C7H10NP in a non-equilibrium geometry.

LUMO (alpha / beta) (eV): -0.2 / -0.9
Energy (Ha): -668.62064
ΔE to the lowest compared entry with this formula, charge and spin (kcal per mole): 104.0
Spin multiplicity: 1
Structure (SMILES): [H]/N=P/C1=C[C@@H]2CC[C@H]1C2
Kohn-Sham gap (alpha / beta) (Ha): 0.2974 / 0.2709
HOMO (alpha / beta) (eV): -8.3 / -8.3
Net charge: 0

Each line ends with the natural charge from an NBO analysis.
Cartesian coordinates (Å):
H -4.7717 0.9968 0.0811  0.3674
N -3.7456 0.9139 0.0820  -1.0985
P -3.2273 -0.5181 0.4769  0.9610
C -1.5444 -0.4345 0.0808  -0.2971
C -0.3755 -1.9226 0.1962  -0.0465
C 0.7982 -1.2075 -0.1397  -0.3570
C 1.3719 -0.0073 0.7231  -0.3794
C 0.2081 0.9912 0.7764  -0.3779
C -0.6909 0.5759 -0.4509  -0.3862
C 0.2172 -0.2971 -1.3087  -0.3382
H -0.6737 -2.9127 0.0336  0.2029
H 1.5591 -1.7611 -0.5526  0.2258
H 2.2424 0.5756 0.2204  0.2200
H 1.6366 -0.4036 1.6527  0.2141
H -0.3240 0.9319 1.6391  0.2092
H 0.4201 1.9679 0.6050  0.2140
H -1.1775 1.3143 -1.0160  0.2514
H 0.9645 0.3106 -2.0379  0.2018
H -0.3347 -0.8140 -2.0782  0.2131

Cartesian forces, eV/Å:
0.55 -0.13 0.28
-0.48 0.68 -0.46
-0.40 -0.86 0.19
1.23 -5.12 0.91
-4.16 5.50 1.18
0.88 3.11 -2.35
-0.26 0.93 -1.60
0.33 -2.21 -2.52
1.46 -1.10 0.47
2.09 1.52 -2.28
-0.32 -1.14 0.05
1.96 -1.65 -0.59
-1.20 -1.75 0.67
0.70 -0.14 1.62
-1.63 -0.21 2.54
1.35 2.96 -0.22
-0.74 1.32 -0.26
-0.89 -1.10 2.21
-0.48 -0.61 0.14